1.
Formula: C10H24Br2ClF3N4O4SSn
Source: OMol25
Level of theory: ωB97M-V/def2-TZVPD

Calculated values
Energy above the lowest of the compared OMol25 structures with the same formula, charge and spin   193.1 kJ/mol
HOMO level   -0.3099 Ha
Gap between HOMO and LUMO   8.6 eV
Calculated total energy   -7435.74429 Eh

The geometry in XYZ format:
```
50
Properties=species:S:1:pos:R:3:forces:R:3
Sn -0.681266 1.182539 -0.086343 -0.33 0.36 0.00
Br -3.107733 2.064728 3.821106 -0.19 0.13 -0.19
Br -2.612251 -0.842617 2.688791 -0.20 0.00 -0.12
Cl -2.750066 2.747503 -0.230091 0.24 -0.27 -0.02
S 1.551186 2.466458 -2.212996 0.54 1.29 0.35
F -0.517964 3.845544 -3.128991 -0.34 -0.09 -0.27
F 1.167667 3.830887 -4.496542 0.04 -0.50 -0.75
F 1.232086 5.043452 -2.762380 0.16 0.27 0.53
O 1.175770 1.272557 -2.969418 -0.48 -0.85 -0.16
O 2.578743 -0.776438 -1.538448 -0.33 0.61 -0.74
O 0.636518 2.698467 -0.988146 0.23 -0.42 -0.16
O -2.146474 -1.713761 -1.093398 -0.13 0.43 1.03
N 1.873438 -0.834440 -0.322827 -0.02 0.95 0.72
N -0.729459 -3.468224 -1.349576 -0.02 0.09 1.36
N -0.305253 2.914465 1.503821 0.78 -0.05 0.09
N 0.805925 0.443659 2.262390 -0.57 -0.98 0.88
C 2.656329 -0.109368 0.688563 0.23 0.21 0.13
C -3.706103 0.755922 2.536120 0.32 -0.04 -0.54
C -0.467218 -3.505408 0.090986 -0.97 -0.49 -0.56
C 0.795421 2.872101 2.505726 -0.62 -0.04 -0.82
C -1.538955 -2.481186 -1.806798 0.01 -0.28 -1.54
C 0.770985 1.549633 3.236653 0.44 0.04 -0.54
C -0.202267 -4.583584 -2.092255 -0.29 0.48 -0.85
C -1.704805 -2.313918 -3.310140 0.54 -0.71 0.02
C 0.800682 3.868581 -3.231848 0.01 0.11 0.59
C 2.085926 -0.273429 2.107089 -0.18 0.60 -0.65
H 0.656503 3.679687 3.201778 0.10 0.45 0.46
H -1.809368 -1.264591 -3.478882 -0.04 0.70 -0.11
H 2.638120 0.954676 0.388668 -0.01 -0.31 0.26
H 3.714046 -0.412101 0.683943 -0.12 -0.11 -0.08
H 2.030523 -0.149102 -2.071885 0.48 -0.51 0.01
H -0.154727 1.496223 3.783783 -0.38 -0.16 0.35
H -0.532039 -5.510595 -1.625268 0.08 -0.15 -0.03
H 0.097768 -0.250759 2.548691 0.45 0.67 -0.27
H -0.820996 -2.575156 0.488588 0.31 0.64 0.33
H 0.891999 -4.517682 -2.082013 -0.11 -0.29 -0.24
H -1.054517 -4.270561 0.616559 0.04 -0.16 -0.30
H -0.605349 -4.544735 -3.125450 0.53 -0.22 0.67
H 1.940042 -1.331462 2.330618 0.06 -0.08 0.00
H 2.785061 0.127990 2.843687 0.24 -0.13 -0.14
H 1.606855 1.566870 3.959108 -0.23 -0.38 -0.19
H -0.194078 3.676517 0.821364 -0.19 -0.28 0.56
H 0.573316 -3.727177 0.257634 0.51 0.16 0.17
H -1.172156 3.021132 2.007476 -0.47 0.26 -0.15
H -3.604953 1.137684 1.503049 0.04 0.00 0.71
H -4.728133 0.491783 2.759861 -0.05 -0.07 0.15
H -0.873197 -2.689428 -3.924896 -0.37 0.09 0.24
H -2.642332 -2.774752 -3.609365 -0.04 -0.19 -0.12
H 1.736966 3.016595 2.001146 0.35 0.03 -0.30
H 1.859781 -1.805174 -0.099238 -0.05 -0.82 0.28
```
Positions in Å, forces in eV/Å.

***

2.
Formula: C27H62Cl2N10O5P3
Source: OMol25
Level of theory: ωB97M-V/def2-TZVPD

Calculated values
HOMO level   -0.3413 Ha
Gap between HOMO and LUMO   4.3 eV
Calculated total energy   -3933.41866 Eh
Total charge   +1

The geometry in XYZ format:
```
109
Properties=species:S:1:pos:R:3:forces:R:3
Cl 3.994977 -0.444575 0.372324 2.05 1.63 -0.52
Cl 6.791320 3.015814 -0.648157 -2.36 -1.12 0.59
P -3.107921 3.202175 4.905675 -2.11 5.65 5.23
P -2.981746 -0.210547 -1.855524 -7.30 -3.93 -1.09
P 6.061285 -4.735046 -2.126156 -7.68 1.02 -1.75
O 6.249012 -3.233095 -1.820788 4.08 -1.34 0.68
O -0.641381 5.135812 0.579000 1.39 -6.21 -1.09
O -1.483006 2.998366 0.199465 3.23 1.06 0.47
O -2.958248 -0.607411 -0.364831 4.05 2.52 -0.09
O -2.041345 2.680745 5.889032 0.58 -2.82 -3.50
N 4.796367 -4.886799 -0.951134 0.28 0.42 1.39
N -2.957105 0.272365 -3.552258 2.33 -0.54 0.63
N 5.922301 -6.464994 -2.432544 1.39 0.43 1.93
N 5.490521 -4.424313 -3.700598 0.08 0.12 -1.71
N -4.496699 0.550780 -1.690830 -1.13 1.39 0.11
N 3.965536 2.497416 -0.057516 -1.07 1.34 -0.16
N -4.321822 3.723209 3.736860 0.09 -2.36 -0.05
N -3.106904 -1.861991 -2.364829 1.12 -0.87 0.41
N -4.368728 3.061345 6.086031 -0.22 -1.27 0.60
N -2.405676 4.754397 4.845656 1.00 1.38 -0.80
C -5.505079 2.871284 3.592630 -0.01 -0.49 -0.18
C 3.072794 2.353541 -1.177464 -2.96 1.72 1.89
C -4.247341 -2.475280 -3.017038 0.20 0.22 -0.91
C 4.167574 -4.464017 -4.289163 -0.10 -0.24 0.27
C 4.840173 -3.931820 0.162330 0.22 0.11 -0.08
C 5.973690 -7.347310 -1.263466 0.44 -0.12 0.33
C 5.493089 0.550021 -0.052078 0.54 2.31 -0.30
C -2.535211 -2.863457 -1.452486 0.09 0.18 0.24
C -1.982712 -0.401286 -4.414690 0.51 0.07 0.00
C 1.594383 2.821775 -1.073491 3.16 0.09 3.30
C -2.781970 6.024829 5.431735 -0.31 -0.06 0.02
C -4.161541 2.050311 7.133334 0.30 -0.13 -0.07
C 6.492960 -4.032884 -4.687714 0.19 0.07 0.34
C 2.161703 3.611259 1.478718 1.39 -2.02 -3.95
C 1.154710 3.448446 0.291843 1.96 -1.61 -0.79
C -0.396684 3.894954 0.379728 -1.47 4.30 0.96
C 3.401774 -5.173006 -1.221672 0.11 -0.95 0.00
C -5.835476 0.163292 -2.088130 0.06 -0.24 -0.24
C 6.883528 -0.247957 -0.153034 -1.55 0.56 0.28
C -1.180256 4.878347 4.066498 -0.06 -0.39 0.10
C -4.504786 1.846363 -1.021420 0.35 -0.19 0.11
C -3.941934 0.984601 -4.340248 -0.05 1.25 0.22
C 5.360411 1.969523 -0.248765 -0.03 -3.97 0.82
C -5.111813 4.153444 6.682550 -0.64 0.08 -0.68
C 5.440197 -7.175990 -3.598478 0.86 0.00 -1.00
C -4.532275 5.013349 3.113743 0.86 0.25 -0.88
C 3.619008 3.081341 1.218867 -3.44 0.61 -1.14
H -1.097065 -0.698270 -3.847940 -0.19 -0.13 -0.06
H 5.767466 -8.222178 -3.591073 0.06 0.17 0.29
H 1.846433 4.050531 2.481102 0.56 -0.70 -1.62
H -5.908338 2.897704 2.575921 0.19 0.10 -0.04
H -3.500683 1.390262 -5.258342 0.20 -0.22 0.15
H -3.215555 -3.071479 -0.615344 0.14 0.04 0.02
H -5.034283 5.710782 3.789000 0.11 -0.02 0.15
H 2.886917 -5.477265 -0.302624 0.18 0.09 0.02
H 3.276117 -6.016224 -1.901404 0.06 0.12 -0.20
H -4.617944 -1.878818 -3.851319 -0.10 0.16 0.13
H -5.162723 4.926872 2.220792 0.01 -0.28 0.18
H -3.680770 5.995468 6.034340 -0.04 -0.25 -0.03
H -5.264035 1.826949 3.803366 -0.10 0.17 0.11
H 5.858757 -3.795799 0.530091 -0.13 0.07 -0.14
H 7.550105 0.344143 -0.863572 -0.84 -1.06 0.98
H -2.344321 -3.810408 -1.965948 -0.15 0.16 -0.28
H 4.970738 -7.533624 -0.863105 0.05 0.07 -0.06
H -1.201744 2.059583 0.317574 -0.19 0.66 -0.14
H 3.465903 1.890867 -2.140460 -0.32 0.68 1.72
H 7.339580 -0.278870 0.899983 -0.64 0.05 -1.56
H 3.375829 -4.737146 -3.603028 0.13 -0.04 0.20
H -6.260214 0.887224 -2.787379 -0.17 0.17 -0.04
H 4.248506 -4.278188 1.015028 -0.09 -0.27 -0.20
H -5.058164 -2.680983 -2.310343 -0.05 0.07 0.01
H 2.873298 -4.294413 -1.607900 -0.02 0.03 -0.11
H -0.454089 4.114202 4.357709 0.07 -0.13 0.05
H 5.844185 -6.776800 -4.531617 -0.26 0.17 0.13
H 4.123432 -5.192339 -5.102120 -0.04 -0.03 -0.24
H 7.143804 -4.879283 -4.927126 0.20 -0.01 -0.20
H -4.763143 0.331741 -4.645721 -0.02 -0.07 0.18
H -3.477297 2.418487 7.910159 0.02 -0.12 -0.07
H 6.630386 -1.307236 -0.507093 0.63 1.46 0.30
H -6.013798 3.777593 7.179881 0.15 -0.14 -0.04
H -5.899870 -0.798314 -2.581226 0.22 -0.03 0.02
H -2.413709 -1.297076 -4.875640 0.01 0.06 0.08
H -1.576942 -2.533161 -1.048237 -0.22 0.03 0.06
H 6.044288 -3.689478 -5.627110 -0.12 -0.13 0.29
H 4.348282 -7.186332 -3.641797 -0.03 0.20 0.04
H -3.973430 1.799791 -0.068328 0.04 0.04 0.05
H 7.112879 -3.214892 -4.314417 0.08 0.01 0.03
H -4.523573 4.678763 7.442638 0.05 0.08 -0.02
H -3.605468 5.458188 2.743770 -0.05 0.04 0.32
H 6.585368 -6.911650 -0.470315 -0.22 -0.02 -0.05
H -6.304901 3.184998 4.272980 0.10 -0.01 -0.01
H -6.500467 0.102223 -1.219835 0.07 0.06 0.06
H -2.965150 6.773441 4.657266 0.05 0.22 -0.10
H 4.443292 -2.953772 -0.140955 0.14 -0.15 0.04
H -0.690358 5.849863 4.202640 -0.29 -0.12 0.11
H -1.385422 4.767928 2.997364 0.09 0.08 -0.21
H -5.102482 1.781613 7.622434 -0.14 0.26 -0.21
H 4.441237 3.125151 2.026695 -1.46 -0.16 -1.66
H 0.872356 2.677383 -1.953311 1.29 0.31 1.59
H -1.631341 0.247869 -5.222265 -0.11 0.14 0.10
H -3.753988 1.126485 6.720080 0.08 0.21 0.08
H -1.990934 6.404352 6.087973 0.07 -0.07 -0.04
H -4.338583 1.862136 -3.824608 -0.14 -0.30 0.09
H -5.519200 2.199731 -0.803082 0.14 -0.26 -0.15
H 3.889504 -3.485555 -4.696906 0.10 0.04 -0.02
H -3.963102 -3.434608 -3.465405 0.13 0.08 0.14
H -4.023745 2.602443 -1.650108 0.03 0.31 0.05
H -5.480311 4.859696 5.937666 0.20 0.11 -0.05
H 6.418822 -8.317621 -1.500968 0.05 0.12 -0.17
```
Positions in Å, forces in eV/Å.

***

3.
Formula: C5H9NO2
Source: OMol25
Level of theory: ωB97M-V/def2-TZVPD

Calculated values
Energy above the lowest of the compared OMol25 structures with the same formula, charge and spin   448.7 kJ/mol
HOMO level   -0.3327 Ha
Structure (SMILES)   O[C@@]12CNC[C@]1(O)C2
Gap between HOMO and LUMO   9.7 eV
Calculated total energy   -401.00585 Eh

The geometry in XYZ format:
```
17
Properties=species:S:1:pos:R:3:forces:R:3
O -1.047216 1.742525 -0.939771 0.47 -0.42 0.51
O -1.546879 -1.354912 -0.776006 -1.06 0.68 3.24
N 1.747955 -0.149417 -0.617337 -0.19 -2.60 -3.14
C 1.252306 0.909025 0.077524 -0.22 6.46 4.10
C -0.620860 -0.666221 0.055070 3.17 1.30 -1.25
C -0.340076 0.895515 0.003095 0.05 -0.25 -3.36
C -1.065500 0.334145 1.116205 -2.78 -0.95 -1.77
C 0.923397 -1.205987 -0.106913 -0.53 -3.78 2.11
H -2.175621 -1.528900 -0.001685 0.42 -0.33 -2.39
H 1.387329 -0.167865 -1.607130 1.04 1.07 0.85
H -2.162830 0.502320 1.223483 0.86 -0.03 -0.53
H 1.482669 -1.520253 0.866921 -1.57 0.37 -1.12
H 0.914225 -2.187665 -0.748645 -0.05 2.06 0.92
H -0.638341 0.278776 2.013557 1.87 -0.16 3.61
H 1.868929 2.011115 -0.111446 -2.21 -3.08 0.07
H 1.428029 0.801954 1.299918 0.00 -0.17 -3.03
H -1.407517 1.305837 -1.746839 0.73 -0.19 1.18
```
Positions in Å, forces in eV/Å.

***

4.
Formula: C18H30O13S
Source: OMol25
Level of theory: ωB97M-V/def2-TZVPD

Calculated values
Energy above the lowest of the compared OMol25 structures with the same formula, charge and spin   61.1 kJ/mol
HOMO level   -0.3089 Ha
Gap between HOMO and LUMO   8.7 eV
Calculated total energy   -2080.18815 Eh

The geometry in XYZ format:
```
62
Properties=species:S:1:pos:R:3:forces:R:3
S -0.372168 3.308231 -4.812385 -0.52 -0.78 0.42
O -3.122976 -2.345810 -1.536230 0.14 -0.56 -0.40
O -0.321967 1.948965 -0.389031 0.48 0.17 0.12
O 2.605429 -0.214317 -0.471396 -0.47 0.91 0.41
O 0.871858 -0.827589 -1.679027 -0.10 0.31 -1.16
O 1.831388 -2.536386 3.340983 -0.13 -0.28 -0.24
O -1.786567 -1.684610 -3.190948 0.36 0.41 -0.20
O 2.286959 0.748057 -2.486452 -0.07 -0.34 -0.04
O 3.079406 -0.916174 4.261050 -0.08 0.44 -0.94
O -2.207507 2.209470 0.805848 0.21 -0.76 -0.52
O -0.931766 3.963594 0.476959 1.11 0.38 -0.20
O -2.777662 -3.650861 -3.351707 -0.56 -0.47 -0.16
O -1.644159 3.745013 -5.475702 0.46 -0.28 0.18
O 2.206706 -2.467281 5.574431 -0.34 0.18 -0.41
C -1.541841 -2.051880 -4.529321 0.43 -1.73 -1.69
C -2.618137 -2.572758 -2.596347 -0.19 1.09 0.71
C -0.674348 1.639257 -4.072664 -0.34 -0.15 -0.83
C 1.943436 -0.010787 -1.632752 -0.07 -0.33 0.52
C 2.322926 -2.037222 4.293401 0.16 0.44 0.87
C -1.037200 2.641069 0.253822 -1.69 -0.08 -0.02
C 3.588001 -0.573765 5.526672 -0.37 -1.06 1.01
C 0.202555 -2.786504 -0.425297 1.17 -0.44 -0.29
C -1.844888 4.356601 1.468701 -1.98 -0.09 0.30
C -2.946857 3.263566 1.404792 0.71 0.17 1.31
C -0.347685 4.188401 -3.263859 0.43 1.14 0.50
C -3.375729 2.795919 2.785752 -0.52 -0.68 -0.20
C 1.775546 -0.956863 0.422072 0.16 -1.86 0.12
C -1.957997 -3.563071 -4.536902 -0.06 0.77 1.31
C 3.656225 -2.273713 7.461299 1.32 0.00 0.75
C 0.501943 -1.311449 -0.385901 0.48 1.05 0.14
C 2.804901 -1.520652 6.463277 0.71 -0.39 0.64
C -0.098334 -1.942958 -5.012256 1.03 -0.03 1.57
H 0.048088 -2.128357 -6.072714 -0.40 0.22 -0.12
H 1.535292 -0.525485 1.391539 0.28 0.81 -0.30
H -2.568564 -3.896736 -5.368579 0.28 -0.03 -0.17
H -1.327962 4.110049 -2.797553 0.04 -0.17 0.10
H -0.290031 -0.629990 -0.064288 -0.35 -0.57 0.02
H -0.149077 5.246233 -3.464863 -0.38 -0.05 -0.44
H -2.504328 2.572368 3.399963 -0.05 0.31 0.18
H -2.173472 -1.514699 -5.237435 -0.30 0.37 0.39
H -0.669786 0.933213 -4.908827 0.30 0.20 -0.07
H -0.093300 -3.144458 0.558396 -0.30 -0.05 -0.10
H -3.841450 3.530051 0.838502 0.34 -0.04 -0.46
H -1.687440 1.530856 -3.679509 0.06 0.59 0.28
H -0.414829 -3.157763 -1.238833 -0.70 0.53 0.30
H -1.421039 4.355948 2.472802 0.42 0.05 -0.14
H -2.305954 5.322142 1.267575 0.53 0.16 -0.25
H -3.923318 1.852076 2.703471 0.10 0.00 -0.23
H -1.103065 -4.193294 -4.289010 0.07 -0.11 -0.70
H 3.349901 0.442976 5.825502 0.27 0.22 -0.51
H -4.100417 3.456306 3.263905 0.41 0.35 0.08
H 3.156025 -2.710679 8.324944 -0.51 -0.03 -0.34
H 4.653217 -0.799132 5.564058 0.08 0.28 -0.07
H 0.479790 3.963515 -2.588219 -0.19 -0.81 -0.07
H 0.419432 -1.036491 -4.687113 -0.50 0.35 -0.44
H 4.283774 -3.053288 7.021761 -0.43 -0.08 -0.42
H 2.051681 -0.950770 7.006653 -0.38 -0.18 -0.22
H 1.153668 -3.279227 -0.669592 0.08 0.04 0.32
H 0.075391 1.324982 -3.348459 0.10 0.32 -0.01
H 4.427265 -1.642428 7.924113 -0.33 0.44 -0.16
H 2.339251 -1.863906 0.653959 -0.09 -0.03 0.05
H 0.531761 -2.677497 -4.493017 -0.31 -0.27 -0.06
```
Positions in Å, forces in eV/Å.

***

- What is the calculated total energy in the third record?
  -401.00585 Eh

***

Repeat the third record exactly.
Formula: C5H9NO2
Source: OMol25
Level of theory: ωB97M-V/def2-TZVPD

Calculated values
Energy above the lowest of the compared OMol25 structures with the same formula, charge and spin   448.7 kJ/mol
HOMO level   -0.3327 Ha
Structure (SMILES)   O[C@@]12CNC[C@]1(O)C2
Gap between HOMO and LUMO   9.7 eV
Calculated total energy   -401.00585 Eh

The geometry in XYZ format:
```
17
Properties=species:S:1:pos:R:3:forces:R:3
O -1.047216 1.742525 -0.939771 0.47 -0.42 0.51
O -1.546879 -1.354912 -0.776006 -1.06 0.68 3.24
N 1.747955 -0.149417 -0.617337 -0.19 -2.60 -3.14
C 1.252306 0.909025 0.077524 -0.22 6.46 4.10
C -0.620860 -0.666221 0.055070 3.17 1.30 -1.25
C -0.340076 0.895515 0.003095 0.05 -0.25 -3.36
C -1.065500 0.334145 1.116205 -2.78 -0.95 -1.77
C 0.923397 -1.205987 -0.106913 -0.53 -3.78 2.11
H -2.175621 -1.528900 -0.001685 0.42 -0.33 -2.39
H 1.387329 -0.167865 -1.607130 1.04 1.07 0.85
H -2.162830 0.502320 1.223483 0.86 -0.03 -0.53
H 1.482669 -1.520253 0.866921 -1.57 0.37 -1.12
H 0.914225 -2.187665 -0.748645 -0.05 2.06 0.92
H -0.638341 0.278776 2.013557 1.87 -0.16 3.61
H 1.868929 2.011115 -0.111446 -2.21 -3.08 0.07
H 1.428029 0.801954 1.299918 0.00 -0.17 -3.03
H -1.407517 1.305837 -1.746839 0.73 -0.19 1.18
```
Positions in Å, forces in eV/Å.

***

- Which of these has the lowest HOMO level?
  C27H62Cl2N10O5P3